(1)
The following is a DFT calculation (ωB97M-V/def2-TZVPD) of a structure of composition C54H37N5O2PbS3.

Structure (XYZ):
```
102
Properties=species:S:1:pos:R:3:forces:R:3:lowdin_charge:R:1
Pb -0.30520 -0.72484 0.15692 -0.181 -0.680 0.466 1.35
C -4.90623 3.74838 -4.34802 -0.007 0.000 -0.011 -0.09
C -5.09096 2.39776 -4.09019 -0.041 -0.021 -0.027 -0.07
C -4.18891 1.71005 -3.29100 0.034 0.024 -0.002 -0.02
C -3.09516 2.37242 -2.74332 -0.042 0.020 -0.005 -0.23
C -2.90870 3.72612 -3.00863 0.016 -0.061 -0.010 -0.03
C -3.81255 4.41022 -3.80827 0.023 0.063 -0.012 -0.08
C -2.12622 1.64908 -1.86778 -0.005 -0.004 0.034 -0.06
C -1.11413 0.93566 -2.51185 -0.086 0.165 -0.060 -0.24
C -0.96003 0.82579 -3.93850 -0.017 -0.068 0.087 0.01
C 0.14614 0.07017 -4.16416 0.004 0.027 0.036 0.01
C 0.69733 -0.26271 -2.87680 0.039 -0.113 -0.101 -0.25
C 1.87444 -0.98618 -2.65243 0.063 -0.016 -0.001 -0.07
C 2.56207 -1.58382 -3.83251 -0.006 -0.082 -0.028 -0.21
C 2.50433 -2.96392 -4.01905 -0.015 0.032 -0.016 -0.02
C 3.13069 -3.55041 -5.10806 0.024 -0.027 -0.018 -0.07
C 3.82922 -2.76698 -6.01572 -0.011 -0.004 -0.022 -0.09
C 3.89430 -1.39377 -5.83351 0.028 0.037 -0.024 -0.08
C 3.26164 -0.80442 -4.74848 -0.005 0.006 0.020 -0.04
C 2.44743 -1.21075 -1.40170 0.015 0.044 -0.125 -0.22
N 1.92761 -0.82568 -0.19998 -0.697 -0.019 0.065 0.03
C 2.79684 -1.21685 0.77271 0.071 0.068 0.129 -0.22
C 2.63638 -1.04094 2.14485 0.061 -0.070 0.001 -0.06
C 3.74924 -1.51880 3.01674 0.047 0.062 0.059 -0.22
C 4.68540 -0.61170 3.50537 -0.026 -0.071 -0.031 -0.03
C 5.72047 -1.04873 4.31847 0.020 0.052 0.018 -0.08
C 5.82359 -2.39192 4.65086 0.023 0.013 0.005 -0.09
C 4.89202 -3.29788 4.16444 0.015 -0.049 0.021 -0.07
C 3.85686 -2.86557 3.34788 -0.028 0.018 -0.029 -0.02
C 1.53437 -0.47306 2.78486 0.070 -0.107 0.020 -0.22
C 1.42196 -0.27049 4.20613 -0.086 -0.011 0.017 0.04
C 0.21361 0.29822 4.43729 0.069 -0.065 -0.043 0.03
C -0.42660 0.46230 3.15820 -0.164 0.174 0.015 -0.22
N 0.40337 -0.01089 2.18592 -0.054 -0.113 -0.611 0.03
C -1.63329 1.12971 2.94320 0.001 -0.003 0.016 -0.05
C -2.12654 1.51354 1.68859 -0.021 -0.078 0.062 -0.22
C -3.27696 2.35137 1.45977 0.003 -0.050 -0.069 0.02
C -3.38026 2.52300 0.12015 0.004 -0.055 0.034 0.03
C -2.31418 1.76892 -0.48818 -0.089 0.015 -0.096 -0.23
N -1.57066 1.18262 0.49167 0.384 -0.076 -0.133 0.01
C -2.42336 1.49598 4.15038 -0.078 0.016 0.076 -0.21
C -2.57673 2.82358 4.54374 0.057 -0.052 -0.027 -0.04
C -3.31629 3.13879 5.67350 -0.001 0.032 0.001 -0.08
C -3.91227 2.13241 6.41985 -0.019 0.010 0.026 -0.09
C -3.76233 0.80787 6.03574 -0.002 -0.013 0.019 -0.07
C -3.01791 0.49015 4.90984 -0.009 0.027 -0.052 -0.03
C 3.95082 -1.81961 0.15461 -0.060 -0.002 -0.070 0.04
C 3.73116 -1.82623 -1.18047 -0.043 -0.017 0.052 0.04
N -0.08693 0.27797 -1.90215 -0.120 -0.349 0.432 0.01
H -5.61249 4.28349 -4.96957 0.001 -0.001 0.005 0.10
H -5.94292 1.87741 -4.50915 0.010 0.002 -0.001 0.10
H -4.32836 0.65459 -3.08932 -0.009 0.009 0.026 0.13
H -2.04861 4.23344 -2.58538 -0.018 0.020 0.018 0.11
H -3.66276 5.46433 -4.00612 -0.008 -0.008 -0.006 0.10
H -1.63252 1.25505 -4.66367 0.034 0.019 -0.016 0.12
H 0.55991 -0.23198 -5.11270 -0.003 0.001 0.009 0.12
H 1.95940 -3.57245 -3.30696 0.010 0.001 0.004 0.13
H 3.07410 -4.62219 -5.24816 -0.002 0.005 0.016 0.11
H 4.32134 -3.22478 -6.86399 0.000 -0.002 0.007 0.10
H 4.44528 -0.77916 -6.53423 -0.010 -0.002 0.004 0.10
H 3.32427 0.26880 -4.60607 0.000 -0.005 0.022 0.11
H 4.59780 0.43388 3.23487 0.015 0.003 0.022 0.12
H 6.44674 -0.33750 4.69140 0.000 -0.016 0.002 0.10
H 6.63210 -2.73025 5.28612 -0.011 -0.013 -0.001 0.10
H 4.97132 -4.34600 4.42365 -0.009 0.003 -0.015 0.10
H 3.12692 -3.56553 2.95816 -0.007 0.004 0.005 0.13
H 2.17919 -0.52543 4.92896 0.012 0.011 -0.018 0.12
H -0.19901 0.61234 5.38166 -0.009 -0.005 -0.010 0.12
H -3.92010 2.75706 2.22152 0.016 0.001 0.040 0.11
H -4.11512 3.09945 -0.41704 -0.002 0.002 0.006 0.12
H -2.09888 3.60571 3.96630 -0.010 0.008 -0.005 0.12
H -3.42396 4.17382 5.97188 0.002 -0.008 0.008 0.10
H -4.49064 2.38009 7.30060 0.001 0.000 -0.006 0.10
H -4.22798 0.01899 6.61236 0.009 0.000 -0.001 0.10
H -2.90129 -0.54280 4.60354 -0.004 -0.002 0.003 0.12
H 4.81113 -2.19231 0.68494 0.006 0.028 0.004 0.12
H 4.37485 -2.19774 -1.96046 0.022 0.006 0.021 0.12
O 0.27057 -4.98771 0.35537 0.336 0.485 0.124 0.06
C -0.17807 -3.98920 0.90570 -1.173 -1.078 0.044 -0.66
O 0.37895 -2.86356 1.10919 0.506 0.949 -0.379 -0.15
C -1.59320 -4.10175 1.48698 0.526 0.258 -0.315 -0.16
C -1.84429 -5.04061 2.47511 -0.127 -0.017 0.110 -0.02
C -3.09324 -5.12508 3.07369 0.065 0.038 -0.042 -0.08
C -4.10166 -4.25266 2.68461 -0.065 -0.081 0.098 -0.10
C -3.85846 -3.30775 1.70619 0.122 0.120 -0.260 -0.13
C -2.60842 -3.23761 1.07399 -0.246 -0.266 0.685 -0.62
S -2.49260 -2.14894 -0.28460 0.972 0.962 -0.434 0.69
H -1.04751 -5.71339 2.76518 0.008 0.000 -0.017 0.12
H -3.27635 -5.86386 3.84360 -0.012 -0.001 -0.013 0.10
H -5.08208 -4.30967 3.14080 0.020 0.013 0.019 0.10
H -4.63660 -2.62298 1.39090 -0.018 -0.027 0.044 0.09
S 1.75248 2.86994 -0.42286 0.039 0.031 0.218 0.61
C 1.66505 3.52940 -1.91596 -0.129 0.000 -0.080 -1.20
N 1.94494 2.90685 -3.07500 0.048 0.002 -0.129 -0.06
C 1.52301 3.54200 -4.30935 -0.063 0.034 -0.066 -0.24
C 1.50553 5.03893 -4.02332 0.062 0.144 0.302 -0.42
S 1.13661 5.17822 -2.23976 -0.037 -0.107 -0.102 0.90
H 2.09314 1.90872 -3.04352 -0.013 -0.045 0.100 0.10
H 0.52780 3.19318 -4.60321 0.005 -0.028 0.039 0.11
H 2.22581 3.30162 -5.10764 -0.039 0.007 -0.030 0.12
H 0.73729 5.56628 -4.58206 0.017 -0.047 -0.090 0.07
H 2.47267 5.50333 -4.20813 0.004 -0.034 -0.055 0.07
```
Positions in Å, forces in eV/Å.

Properties
- calculated total energy (eV) = -105898.3079
- energy above the lowest of the compared OMol25 structures with the same formula, charge and spin (kcal/mol) = 23.8
- HOMO-LUMO gap (hartree) = 0.208
- net charge = 0

***

(2)
The following is a DFT calculation (ωB97M-V/def2-TZVPD) of a cluster of 7 separate species, C28H70O7 in total.

Structure (XYZ):
```
105
Properties=species:S:1:pos:R:3:forces:R:3:lowdin_charge:R:1
C 6.39177 -5.74359 -3.18299 -1.212 0.459 -1.122 -0.06
C 5.78473 -4.40330 -3.82140 2.035 0.008 5.411 -0.27
O 4.58213 -4.05496 -3.21096 0.044 -3.673 -0.060 -0.18
C 3.83837 -3.05982 -3.77109 3.409 2.715 0.460 -0.35
C 2.58721 -3.11044 -3.07372 -3.546 3.158 0.831 -0.10
H 5.56647 -6.55977 -3.33623 1.993 1.086 -0.201 0.10
H 6.34271 -5.56980 -2.11951 0.621 -0.117 0.468 0.04
H 7.48761 -5.94976 -3.58123 -2.564 0.171 0.839 0.11
H 5.82608 -4.54622 -4.79816 -0.744 -0.251 -4.759 0.06
H 6.40155 -3.53749 -3.54723 0.872 -0.207 -0.425 0.12
H 3.72068 -3.10587 -4.85481 0.391 0.013 -0.160 0.12
H 4.54401 -2.09874 -3.38260 -2.285 -1.276 -1.766 0.18
H 2.75784 -2.78659 -2.05624 -0.023 -0.288 0.526 0.07
H 2.03650 -4.03908 -3.05219 0.155 -0.376 -0.364 0.09
H 1.89050 -2.27160 -3.46337 0.831 -1.392 0.348 0.10
C 3.50538 0.06235 0.93841 -0.764 1.327 -1.511 -0.09
C 2.58701 -0.12309 2.15553 0.095 0.008 -3.922 -0.29
O 2.25875 -1.49136 2.19533 -0.551 0.587 0.841 -0.12
C 1.42617 -1.77651 3.30612 -4.835 -0.936 -6.424 -0.27
C 1.18436 -3.23178 3.39333 0.554 1.105 -5.999 -0.05
H 3.99695 1.11095 0.81391 -1.849 -1.200 0.043 0.10
H 2.91746 -0.31512 -0.00013 1.717 0.717 1.427 0.10
H 4.41586 -0.40934 1.19529 0.802 -1.680 -0.445 0.04
H 1.76989 0.57890 1.98506 -0.553 -0.279 0.792 0.11
H 3.25189 0.11306 2.88218 1.143 1.009 3.312 0.08
H 0.34507 -1.33106 3.16878 1.905 -0.080 -0.047 0.14
H 1.69338 -1.48104 4.17982 2.744 2.531 5.441 0.06
H 2.11216 -3.65314 3.26142 2.055 -1.770 0.563 0.07
H 0.55101 -3.60191 2.55884 0.328 0.312 0.368 0.09
H 0.67392 -3.30352 4.20538 -2.763 -1.633 5.510 0.02
C -2.35824 3.69016 -2.93199 2.006 -0.498 1.535 -0.05
C -1.18478 4.34410 -2.11891 -0.863 -0.104 -1.903 -0.30
O -0.14704 3.41859 -1.91426 -1.469 -0.342 1.086 -0.18
C 0.91404 3.88272 -1.02808 -3.139 -1.913 -3.659 -0.28
C 1.81991 2.79057 -1.03305 2.704 -2.892 6.189 -0.08
H -2.70929 2.86970 -2.23761 -0.330 1.098 -0.791 0.07
H -1.86702 3.15428 -3.73770 -0.678 0.302 -0.869 0.05
H -3.04896 4.53720 -3.10467 -0.012 -1.079 -0.466 0.09
H -1.85865 4.73159 -1.35745 1.258 0.207 1.636 0.10
H -0.68911 5.16447 -2.65090 -0.627 0.428 -0.100 0.12
H 0.45270 4.33409 -0.23634 -0.622 0.319 3.043 0.09
H 1.32204 4.61745 -1.56158 2.009 3.593 -2.064 0.08
H 2.24128 2.36447 -1.91359 -0.293 0.203 -1.003 0.07
H 1.39060 1.90356 -0.33735 1.012 1.737 -1.709 0.11
H 2.71420 3.21003 -0.40746 -1.041 -1.107 -0.970 0.12
C -1.72459 3.43400 2.01803 0.531 3.112 -0.890 -0.07
C -2.37718 4.07022 3.21830 -2.120 -4.887 2.487 -0.30
O -1.54522 4.39262 4.28256 1.528 0.041 -1.505 -0.14
C -2.11679 4.88261 5.46949 -1.027 -2.670 -1.758 -0.33
C -1.11339 5.53117 6.24230 3.573 3.101 2.668 -0.10
H -0.92409 4.15743 1.70630 -0.317 -0.574 0.327 0.09
H -2.35370 3.41884 1.11059 -0.234 -0.258 0.743 0.08
H -1.26723 2.53749 2.17563 1.079 -2.636 0.449 0.03
H -3.34319 3.34411 3.67890 2.457 1.710 -1.329 0.19
H -2.81027 4.86447 2.80310 -2.205 3.787 -0.991 0.06
H -2.54911 4.00169 5.90242 0.368 -1.061 1.372 0.12
H -3.05907 5.30746 5.30678 -1.096 2.260 -0.684 0.10
H -1.45519 5.83516 7.22058 -0.711 -0.377 0.571 0.07
H -0.69888 6.57916 5.97184 -0.791 -1.768 -0.727 0.11
H -0.19487 4.93282 6.50416 -1.027 0.193 -0.755 0.10
C 0.54626 2.70572 -7.67117 0.068 -2.668 1.877 -0.05
C 0.75653 2.38907 -6.11316 5.103 -2.893 -5.031 -0.23
O 0.29856 1.06972 -5.94657 -0.633 0.826 0.456 -0.16
C 0.33801 0.69498 -4.58641 2.175 -0.266 -0.138 -0.32
C -0.35696 -0.55535 -4.45810 -1.845 -2.079 -0.216 -0.10
H 0.90577 3.60777 -8.01263 0.648 2.338 -0.301 0.03
H -0.47662 2.55517 -7.96508 -0.676 0.254 0.192 0.06
H 1.07515 1.96329 -8.27212 0.225 -0.209 0.342 0.07
H 0.22103 2.97402 -5.52299 -1.911 3.140 2.772 0.04
H 2.01583 2.39795 -5.90487 -3.419 0.351 -0.188 0.18
H -0.08114 1.31893 -3.79457 0.110 1.130 -0.571 0.11
H 1.41419 0.51940 -4.39250 -0.141 0.360 0.529 0.13
H -0.16247 -1.29715 -5.18428 2.067 -1.241 -0.578 0.07
H -1.32891 -0.50340 -4.91055 -1.570 1.001 0.915 0.08
H -0.35965 -0.97234 -3.45652 -0.235 -0.031 -0.008 0.07
C -3.77643 -5.07913 6.61059 -1.425 -0.787 -1.591 -0.08
C -4.04311 -4.44711 5.18872 1.375 0.626 -0.828 -0.18
O -3.15360 -3.18064 5.00354 -2.576 -2.094 -1.977 -0.15
C -3.54246 -2.56674 3.71071 1.124 -2.507 -0.553 -0.32
C -2.67423 -1.48112 3.44330 4.745 3.036 1.179 -0.13
H -4.14627 -4.52286 7.45075 0.112 1.110 0.049 0.06
H -2.77193 -5.36806 6.77150 1.196 0.053 0.013 0.05
H -4.35257 -6.01323 6.77917 0.159 0.239 -0.801 0.08
H -5.07080 -4.13111 5.10058 -0.433 0.458 0.388 0.08
H -3.97150 -5.10502 4.19939 0.670 0.873 2.381 0.14
H -4.51282 -2.22826 3.62906 -2.645 0.331 0.784 0.09
H -3.39524 -3.12469 2.72608 -0.312 -0.957 1.635 0.14
H -2.82031 -0.75774 2.68264 -1.058 -0.052 -1.585 0.06
H -1.62652 -1.83899 3.25105 -0.832 0.169 0.205 0.07
H -2.54765 -0.74362 4.24801 -0.138 -0.497 0.635 0.09
C -0.09175 -2.51306 -0.25477 -7.373 -0.351 -1.330 -0.08
C -0.35709 -1.10637 -0.51516 -0.207 2.352 0.386 -0.23
O -1.84411 -0.97944 -0.50533 2.437 -0.350 -2.686 -0.16
C -2.33581 0.35257 -0.51575 3.073 1.093 3.731 -0.33
C -3.80333 0.30260 -0.62237 1.251 2.241 -2.072 -0.07
H 0.75117 -2.75606 0.04933 8.281 -1.397 2.972 -0.02
H -0.23091 -3.19726 -1.06658 -0.505 0.025 -1.120 0.09
H -0.76940 -2.91506 0.51176 -0.092 0.376 -0.016 0.10
H 0.30662 -0.73565 -1.37072 -1.823 -0.333 0.052 0.12
H 0.07569 -0.41030 0.26834 -0.764 -0.826 -0.026 0.11
H -1.87276 1.18245 -1.10401 0.107 -1.303 -0.550 0.10
H -1.88732 0.57445 0.54856 -1.529 0.992 -1.165 0.13
H -3.94893 0.21395 -1.71847 -0.896 -1.781 0.762 0.11
H -4.19496 1.29456 -0.57406 -0.169 1.129 0.743 0.06
H -4.10362 -0.19941 0.23806 -1.646 -1.854 0.423 0.06
```
Positions in Å, forces in eV/Å.

Properties
- calculated total energy (eV) = -44488.4815
- energy above the lowest of the compared OMol25 structures with the same formula, charge and spin (kcal/mol) = 240.3
- SMILES = CCOCC.CCOCC.CCOCC.CCOCC.CCOCC.CCOCC.CCOCC
- HOMO-LUMO gap (hartree) = 0.367
- net charge = 0